Record 1
Entry from the Open Molecules 2025 dataset: C45H41IrN3OP2 as an isolated structure at a distorted geometry (ωB97M-V with the def2-TZVPD basis set).

* spin multiplicity: 1
* orbital gap: 6.555 eV
* HOMO: -9.74 eV
* ΔE to the lowest compared entry with this formula, charge and spin: 136.0 kcal per mole
* E: -75258.012 eV
* charge: +1
* M: 894.008 g mol⁻¹

XYZ file:
```
93
Properties=species:S:1:pos:R:3:lowdin_charge:R:1
Ir 0.3674 -0.2850 0.7110 1.07
C 0.7178 0.8166 3.6954 -0.21
P -0.1922 1.3455 2.2094 0.96
C 0.3431 3.0556 1.9220 -0.32
C 1.2762 3.3571 0.9435 -0.08
C 1.7368 4.6567 0.7798 -0.06
C 1.2612 5.6636 1.6045 -0.07
C 0.3246 5.3714 2.5901 -0.07
C -0.1346 4.0748 2.7492 -0.08
C -1.9414 1.5445 2.6228 -0.36
C -2.4694 1.0914 3.8273 -0.08
C -3.8249 1.2371 4.0917 -0.06
C -4.6581 1.8274 3.1535 -0.07
C -4.1357 2.2879 1.9502 -0.07
C -2.7828 2.1477 1.6878 -0.10
C 2.0410 0.4798 3.0910 -0.39
C 3.3333 0.7536 3.4555 -0.04
C 4.1570 0.3341 2.3788 -0.05
C 3.3275 -0.1822 1.4147 -0.39
C 3.5699 -0.5830 -0.0044 -0.23
P 2.3229 0.3642 -0.9489 1.06
C 3.0211 1.8260 -1.7501 -0.37
C 4.3859 2.0794 -1.8342 -0.06
C 4.8406 3.2094 -2.5008 -0.06
C 3.9379 4.0862 -3.0842 -0.07
C 2.5724 3.8446 -2.9921 -0.07
C 2.1149 2.7238 -2.3189 -0.12
C 1.8571 -0.7227 -2.3245 -0.30
C 1.2532 -1.9046 -1.7646 -0.21
C -0.9339 -2.7086 -2.7687 -0.20
C -0.5927 -1.9058 -4.0242 -0.01
C 0.4056 -1.0678 -4.3581 -0.05
C 1.4939 -0.4259 -3.5821 -0.04
N 2.0232 -0.1233 1.8522 -0.18
H 0.2344 -0.0646 4.1232 0.08
H 0.7663 1.6065 4.4433 0.11
H 1.6442 2.5679 0.3095 0.04
H 2.4703 4.8731 0.0130 0.10
H 1.6180 6.6783 1.4838 0.11
H -0.0465 6.1563 3.2361 0.11
H -0.8699 3.8582 3.5155 0.11
H -1.8309 0.6180 4.5614 0.11
H -4.2287 0.8874 5.0328 0.11
H -5.7142 1.9388 3.3625 0.11
H -4.7829 2.7678 1.2270 0.11
H -2.3675 2.5321 0.7614 0.11
H 3.6481 1.2248 4.3726 0.10
H 5.2313 0.4089 2.3130 0.10
H 3.3241 -1.6373 -0.1682 0.08
H 4.5961 -0.4346 -0.3316 0.09
H 5.1025 1.4091 -1.3781 0.10
H 5.9035 3.4011 -2.5657 0.11
H 4.2977 4.9631 -3.6061 0.11
H 1.8669 4.5332 -3.4385 0.11
H 1.0493 2.5398 -2.2230 0.11
H 1.0690 -2.8569 0.1018 0.10
H -1.7918 -2.2549 -2.2577 0.13
H -1.3308 -2.0700 -4.8048 0.12
H 0.3245 -0.6743 -5.3656 0.11
H 1.9447 0.4392 -4.0586 0.11
N 0.6502 -2.1166 -0.4529 0.01
C 0.2269 -2.6557 -1.8459 -0.01
C -1.3391 -4.1261 -3.1460 -0.21
C -0.3763 -5.0426 -3.5540 -0.03
C -0.7476 -6.3237 -3.9328 -0.07
C -2.0855 -6.6955 -3.9129 -0.08
C -3.0501 -5.7825 -3.5143 -0.07
C -2.6755 -4.5014 -3.1323 -0.04
H 0.6684 -4.7527 -3.5789 0.12
H 0.0072 -7.0328 -4.2462 0.11
H -2.3747 -7.6959 -4.2058 0.11
H -4.0940 -6.0670 -3.4990 0.11
H -3.4319 -3.7908 -2.8159 0.11
C -1.4175 -3.4628 3.9293 -0.09
C -0.0578 -3.3753 3.6672 -0.08
C 0.4311 -2.4339 2.7693 -0.13
C -0.4282 -1.5548 2.0999 -0.34
C -1.7943 -1.6714 2.3707 -0.16
C -2.2877 -2.6068 3.2733 -0.08
H -1.7937 -4.1905 4.6362 0.10
H 0.6337 -4.0414 4.1684 0.11
H 1.5008 -2.3714 2.6078 0.10
H -2.5035 -1.0013 1.8971 0.06
H -3.3526 -2.6593 3.4663 0.11
C -2.6437 1.1643 -2.4410 0.03
C -2.1196 0.3643 -1.2891 -0.56
N -2.9570 -0.4370 -0.6301 0.22
O -0.9199 0.4564 -0.9771 -0.13
H -3.6675 0.9065 -2.7039 0.09
H -1.9920 1.0015 -3.2983 0.09
H -2.5965 2.2213 -2.1760 0.10
H -3.9372 -0.4701 -0.8492 0.13
H -2.6212 -0.9354 0.1826 0.07
```

---

Record 2
Entry from the Open Molecules 2025 dataset: C45H41LaN15OS2 as an isolated structure at a distorted geometry (ωB97M-V with the def2-TZVPD basis set).

* spin multiplicity: 1
* orbital gap: 7.120 eV
* HOMO: -10.36 eV
* ΔE to the lowest compared entry with this formula, charge and spin: 9.6 kcal per mole
* E: -94256.327 eV
* charge: +1
* M: 1010.967 g mol⁻¹

XYZ file:
```
105
Properties=species:S:1:pos:R:3:lowdin_charge:R:1
La -0.0227 0.1784 -0.1103 1.75
C -5.0219 -0.3346 -2.7492 -0.37
S -3.9401 1.0799 -3.1001 0.86
C -2.3681 0.5100 -2.5819 -1.18
S -1.2010 1.7298 -2.3619 0.48
N -2.1829 -0.7829 -2.5154 -0.11
N -1.0776 -1.2593 -1.9310 -0.17
C -0.6879 -2.4563 -2.2295 -0.07
C 0.4566 -3.0502 -1.5808 -0.26
C 0.8078 -4.3779 -1.8555 0.00
C 1.9356 -4.9186 -1.2724 -0.04
C 2.6999 -4.1139 -0.4372 -0.02
C 2.2726 -2.8175 -0.1982 -0.13
N 1.1795 -2.2903 -0.7362 0.04
H -5.8926 -0.2357 -3.3876 0.04
H -4.4828 -1.2487 -2.9624 0.03
H -5.3223 -0.2907 -1.7080 0.01
H -1.2072 -3.0363 -2.9896 0.13
H 0.1933 -4.9621 -2.5204 0.12
H 2.2215 -5.9405 -1.4736 0.12
H 3.6023 -4.4884 0.0184 0.11
H 2.8342 -2.1701 0.4646 0.10
C 2.8363 -0.5524 -5.4088 -0.07
N 2.6996 -0.3196 -3.9975 -0.13
C 1.6352 0.1170 -3.3187 -0.17
N 1.9358 0.2365 -2.0341 -0.02
C 3.2361 -0.1451 -1.9890 -0.22
N 3.7190 -0.4828 -3.1551 0.13
C 2.8702 0.7213 -6.2274 -0.19
C 2.7791 0.6312 -7.6129 -0.03
C 2.8105 1.7723 -8.3971 -0.05
C 2.9232 3.0191 -7.8133 0.00
C 3.0180 3.1136 -6.4274 -0.13
C 2.9976 1.9652 -5.6382 0.03
C 3.1167 4.4072 -5.7956 -0.27
N 3.1682 5.5686 -6.3783 0.11
N 3.2203 6.4953 -5.4198 0.11
C 3.1995 5.8751 -4.2768 -0.28
O 3.1394 4.5320 -4.4459 0.14
C 3.2001 6.4689 -2.9615 -0.13
C 3.1142 7.8543 -2.8299 0.00
C 3.0972 8.4162 -1.5699 -0.05
C 3.1393 7.6102 -0.4425 -0.02
C 3.2144 6.2300 -0.5688 -0.20
C 3.2232 5.3410 0.6537 -0.07
N 2.1104 4.4247 0.6258 -0.12
C 2.0689 3.1459 0.2435 -0.14
N 0.8339 2.6806 0.3514 -0.03
C 0.1403 3.7570 0.8016 -0.19
N 0.8868 4.8142 0.9753 0.14
C 3.2577 5.6600 -1.8305 0.03
H 2.0039 -1.1779 -5.7473 0.14
H 3.7694 -1.1073 -5.5463 0.14
H 0.6933 0.3617 -3.7691 0.10
H 3.8224 -0.1687 -1.0915 0.11
H 2.6837 -0.3386 -8.0769 0.12
H 2.7406 1.6847 -9.4692 0.11
H 2.9393 3.9229 -8.3996 0.12
H 3.0837 2.0726 -4.5670 0.12
H 3.0574 8.4560 -3.7217 0.12
H 3.0392 9.4869 -1.4587 0.11
H 3.1157 8.0560 0.5396 0.12
H 3.1290 5.9482 1.5563 0.13
H 4.1461 4.7566 0.7011 0.14
H 2.9192 2.5879 -0.0949 0.13
H -0.9120 3.7568 1.0013 0.11
H 3.3333 4.5879 -1.9488 0.12
C -5.3599 -2.5001 1.8675 -0.07
C -4.5268 -2.6714 2.9631 -0.07
C -3.1821 -2.3765 2.8710 -0.02
C -2.6488 -1.9009 1.6661 -0.27
C -3.4958 -1.7245 0.5705 -0.03
C -4.8364 -2.0356 0.6712 -0.07
N -1.2971 -1.5942 1.4975 -0.02
N -0.5469 -2.0036 2.4430 0.08
C 0.7721 -1.6492 2.4867 -0.36
C 1.5684 -2.4293 3.3440 -0.02
C 2.8546 -2.0400 3.6350 -0.08
C 3.3610 -0.8811 3.0607 -0.08
C 2.5965 -0.1638 2.1479 -0.17
C 1.2780 -0.4901 1.8280 -0.32
H -6.4114 -2.7318 1.9406 0.11
H -4.9353 -3.0478 3.8885 0.11
H -2.5278 -2.5096 3.7189 0.10
H -3.0791 -1.3681 -0.3593 0.07
H -5.4769 -1.9349 -0.1905 0.09
H 1.1526 -3.3418 3.7397 0.11
H 3.4616 -2.6306 4.3030 0.11
H 4.3495 -0.5389 3.3297 0.10
H 3.0514 0.6991 1.6695 0.07
C -2.2599 2.0017 5.1968 -0.01
C -2.3470 1.8754 3.7235 -0.29
C -3.3174 2.3061 2.8442 0.03
C -2.8855 1.9158 1.5699 -0.35
N -1.7138 1.2867 1.6577 -0.05
N -1.4049 1.2728 2.9724 0.05
C -3.5788 2.1423 0.2772 -0.04
H -3.0924 2.5993 5.5580 0.09
H -1.3276 2.4823 5.4891 0.09
H -2.2971 1.0206 5.6688 0.09
H -4.2188 2.8271 3.0865 0.12
H -0.5520 0.8373 3.2969 0.15
H -4.4834 2.7224 0.4324 0.09
H -3.8569 1.1895 -0.1692 0.05
H -2.9440 2.6741 -0.4320 0.03
```